Record 1
Entry from the Open Molecules 2025 dataset: a cluster of 3 separate species, C4H6N2 in total in a non-equilibrium geometry (ωB97M-V/def2-TZVPD).

```
12
Properties=species:S:1:pos:R:3:forces:R:3
C -0.105 -1.588 0.245 0.08 -0.02 0.02
C 0.075 -0.205 -0.240 -0.17 0.18 -0.10
N -0.483 0.613 -1.053 0.06 -0.21 -0.01
C 0.221 1.308 0.036 -0.11 0.19 0.19
C -0.687 1.901 0.993 -0.54 0.34 0.65
N -1.325 2.410 1.819 0.58 -0.41 -0.75
H -1.146 -1.682 0.580 0.14 0.02 -0.02
H 0.079 -2.322 -0.544 -0.05 0.12 0.08
H 0.553 -1.783 1.093 -0.05 0.03 -0.15
H 1.826 -0.086 -0.591 -0.01 0.03 0.01
H -0.677 0.697 -2.044 0.06 -0.03 0.12
H 1.668 0.737 -0.296 0.00 -0.23 -0.02
```
Forces are in eV/Å.

Results
- HOMO level: -8.499 eV
- Lowest unoccupied orbital energy: 0.11 eV
- ΔE to the lowest compared entry with this formula, charge and spin: 651.0 kJ/mol

=====

Record 2
Entry from the Open Molecules 2025 dataset: the molecule C4H6N2 in a non-equilibrium geometry (ωB97M-V/def2-TZVPD).

```
12
Properties=species:S:1:pos:R:3:forces:R:3
N -2.096 0.214 -0.266 0.25 0.20 0.19
C -0.713 0.139 -0.066 0.30 -0.22 -0.31
C 0.002 -1.079 -0.025 -0.15 -0.07 0.08
C 1.346 -0.787 0.127 0.01 0.00 0.42
N 1.457 0.537 0.236 0.36 -0.95 1.35
C 0.180 1.241 0.081 1.28 -0.68 -0.86
H -2.463 1.137 -0.074 0.10 -0.05 -0.05
H -2.618 -0.473 0.267 0.18 0.06 -0.26
H -0.405 -2.073 -0.144 -0.03 0.06 0.04
H 2.216 -1.427 0.097 -0.14 -0.08 0.22
H 2.236 1.084 0.561 0.31 -0.28 -0.29
H 0.897 1.416 -0.832 -2.44 2.01 -0.53
```
Forces are in eV/Å.

Results
- HOMO level: -7.905 eV
- Lowest unoccupied orbital energy: 1.04 eV
- ΔE to the lowest compared entry with this formula, charge and spin: 309.6 kJ/mol
- SMILES: Nc1cc[nH]c1

=====

Record 3
Entry from the Open Molecules 2025 dataset: a cluster of 2 separate species, C4H6N2O in total (ωB97M-V/def2-TZVPD).

```
13
Properties=species:S:1:pos:R:3:forces:R:3
C 0.359 0.802 0.706 0.05 -0.04 0.00
C 0.950 1.874 0.002 0.01 0.09 -0.01
N 1.796 1.449 -0.924 -0.16 0.00 0.17
N 1.754 0.114 -0.821 0.03 -0.17 -0.04
C 0.910 -0.327 0.140 0.02 0.07 -0.03
H -0.348 0.843 1.523 0.11 0.00 -0.14
H 0.791 2.937 0.134 0.03 -0.16 -0.02
H 2.330 -0.439 -1.435 -0.10 0.06 0.10
H 0.741 -1.377 0.333 0.06 0.18 -0.03
C -2.326 -1.461 0.082 0.17 -0.23 0.10
O -1.543 -2.286 0.481 -0.37 0.33 -0.17
H -3.404 -1.690 -0.032 0.12 -0.03 0.03
H -2.009 -0.436 -0.189 0.03 -0.12 0.02
```
Forces are in eV/Å.

Results
- HOMO level: -9.398 eV
- Lowest unoccupied orbital energy: 0.70 eV
- ΔE to the lowest compared entry with this formula, charge and spin: 193.6 kJ/mol
- SMILES: c1cn[nH]c1.C=O

=====

no.,E (eV)
1,-7218.8437
2,-7222.3819
3,-9271.4952